A structure of composition C31H26N4OPRhS. Source: the OMol25 dataset; level of theory: ωB97M-V/def2-TZVPD.

The geometry in XYZ format:
```
65
Properties=species:S:1:pos:R:3:nbo_charge:R:1
Rh 0.50 -0.34 -0.34 1.01
N -2.80 -1.53 2.06 -0.74
C -1.66 -1.13 1.50 0.30
S -1.50 -1.36 -0.24 -0.05
N -0.74 -0.61 2.26 -0.37
N 0.41 -0.32 1.59 -0.15
C 1.49 0.00 2.23 0.28
C 1.58 0.01 3.70 -0.07
C 0.74 0.83 4.45 -0.17
C 0.86 0.85 5.83 -0.20
C 1.78 0.03 6.46 -0.16
C 2.61 -0.80 5.72 -0.20
C 2.52 -0.81 4.34 -0.20
C 2.66 0.36 1.39 0.14
C 3.86 0.79 1.91 -0.19
C 4.90 1.09 1.03 -0.11
C 4.70 0.95 -0.33 -0.21
C 3.46 0.55 -0.78 0.09
N 2.46 0.27 0.06 -0.47
H -3.56 -1.88 1.50 0.43
H -2.91 -1.47 3.06 0.43
H 0.00 1.44 3.96 0.23
H 0.21 1.49 6.42 0.24
H 1.86 0.04 7.54 0.24
H 3.32 -1.45 6.21 0.24
H 3.15 -1.46 3.76 0.22
H 3.99 0.89 2.98 0.26
H 5.86 1.42 1.42 0.25
H 5.48 1.17 -1.04 0.26
H 3.24 0.45 -1.84 0.23
O -0.10 1.50 -0.46 -0.97
P 0.26 2.51 -1.59 1.96
C 1.80 3.33 -1.23 -0.49
C 2.06 3.63 0.11 -0.18
C 3.22 4.31 0.45 -0.21
C 4.11 4.70 -0.54 -0.16
C 3.85 4.40 -1.87 -0.22
C 2.70 3.71 -2.22 -0.12
C 0.40 1.61 -3.14 -0.48
C 0.56 0.23 -3.19 -0.14
C 0.74 -0.45 -4.38 -0.18
C 0.75 0.28 -5.56 -0.15
C 0.57 1.65 -5.54 -0.20
C 0.40 2.32 -4.34 -0.11
C -1.05 3.69 -1.72 -0.50
C -0.83 5.05 -1.50 -0.15
C -1.88 5.94 -1.61 -0.20
C -3.15 5.47 -1.93 -0.14
C -3.38 4.12 -2.14 -0.22
C -2.33 3.22 -2.04 -0.10
H 1.35 3.35 0.88 0.23
H 3.41 4.56 1.49 0.24
H 5.01 5.24 -0.28 0.24
H 4.55 4.70 -2.64 0.24
H 2.51 3.48 -3.26 0.22
H 0.47 -0.44 -2.31 0.12
H 0.84 -1.52 -4.39 0.24
H 0.88 -0.24 -6.51 0.25
H 0.56 2.21 -6.47 0.25
H 0.24 3.39 -4.33 0.23
H 0.16 5.41 -1.26 0.23
H -1.72 6.99 -1.45 0.24
H -3.97 6.17 -2.01 0.24
H -4.37 3.76 -2.39 0.24
H -2.51 2.16 -2.21 0.22
```

charge = +2
relative energy (zero: lowest compared OMol25 entry of this formula, charge and spin) = 0.0 kcal/mol
HOMO level (spin up / spin down) = -14.08 / -14.08 eV
gap between HOMO and LUMO (spin up / spin down) = 6.41 / 6.42 eV

=====

A structure of composition C31H27AuBrN3O8. Source: the OMol25 dataset; level of theory: ωB97M-V/def2-TZVPD.

The geometry in XYZ format:
```
71
Properties=species:S:1:pos:R:3:lowdin_charge:R:1
Au 0.86 1.06 0.49 1.34
C 2.16 4.00 3.09 -0.02
O 2.03 3.03 2.03 -0.08
C 0.88 2.36 2.01 -0.56
O -0.04 2.52 2.77 0.07
H 1.43 4.80 2.94 0.10
H 3.17 4.38 3.00 0.09
H 2.00 3.53 4.05 0.10
C -4.24 -2.69 1.88 -0.04
C -2.77 -2.34 1.84 -0.26
C -2.01 -2.64 0.73 -0.01
C -0.64 -2.32 0.65 -0.14
C 1.22 -1.72 -1.03 -0.17
C -0.06 -1.68 1.77 -0.07
C -0.81 -1.39 2.91 -0.20
C -0.17 -0.75 4.11 -0.01
C -2.16 -1.72 2.92 0.01
C 1.43 -1.44 1.87 -0.61
O 2.18 -2.32 2.21 0.12
O 1.88 -0.21 1.63 -0.16
H -4.70 -2.55 0.90 0.08
H -4.77 -2.06 2.60 0.08
H -4.39 -3.73 2.17 0.08
H -2.49 -3.09 -0.13 0.13
H 1.58 -2.07 -2.00 0.12
H 2.05 -1.79 -0.32 0.12
H 0.38 -0.10 -2.00 0.10
H 0.08 0.29 3.91 0.07
H 0.74 -1.27 4.40 0.09
H -0.86 -0.77 4.96 0.08
H -2.74 -1.49 3.81 0.12
N 0.81 -0.35 -1.11 0.08
C 0.06 -2.60 -0.58 -0.08
C -0.35 -3.67 -1.47 -0.20
C -0.30 -3.53 -2.87 -0.03
C -0.70 -4.56 -3.70 -0.08
C -1.14 -5.76 -3.17 -0.08
C -1.19 -5.93 -1.79 -0.07
C -0.80 -4.90 -0.95 -0.03
H 0.02 -2.60 -3.31 0.11
H -0.67 -4.42 -4.77 0.11
H -1.45 -6.57 -3.82 0.10
H -1.51 -6.87 -1.36 0.11
H -0.81 -5.04 0.12 0.12
O -0.17 4.60 -1.08 0.11
C 0.49 3.59 -0.98 -0.56
O -0.04 2.42 -0.70 -0.19
C 1.98 3.63 -1.22 -0.14
C 2.69 4.79 -0.94 0.00
C 4.06 4.84 -1.14 -0.04
C 4.74 3.73 -1.63 0.01
C 4.01 2.60 -1.93 -0.13
C 2.64 2.53 -1.74 0.03
N 4.70 1.41 -2.47 -0.35
O 5.88 1.51 -2.70 0.09
O 4.02 0.42 -2.69 0.07
H 2.15 5.65 -0.57 0.13
H 4.61 5.74 -0.91 0.11
H 5.81 3.74 -1.80 0.12
H 2.12 1.63 -2.01 0.09
Br -3.28 0.58 -3.50 0.74
C -3.08 1.16 -1.71 -0.67
C -3.58 2.39 -1.30 -0.10
C -3.37 2.75 0.02 -0.04
C -2.66 1.89 0.85 -0.14
N -2.18 0.72 0.44 0.07
C -2.40 0.36 -0.82 -0.22
H -4.11 3.03 -1.99 0.11
H -3.73 3.69 0.40 0.11
H -2.45 2.16 1.87 0.10
H -2.02 -0.61 -1.13 0.08
```

multiplicity = 3
HOMO level (spin up / spin down) = -7.33 / -8.84 eV
gap between HOMO and LUMO (spin up / spin down) = 6.66 / 6.32 eV

=====

A structure of composition C31H27Cl2N3OS2W at a distorted geometry. Source: the OMol25 dataset; level of theory: ωB97M-V/def2-TZVPD.

The geometry in XYZ format:
```
67
Properties=species:S:1:pos:R:3:nbo_charge:R:1
W 0.47 0.20 0.18 0.98
C -2.87 -3.71 -3.29 -0.71
C -2.13 -2.52 -2.74 0.70
O -1.01 -2.59 -2.26 -0.66
N -2.77 -1.32 -2.78 -0.62
C -2.12 -0.16 -2.19 -0.27
C -0.78 0.10 -2.84 0.28
C -0.74 0.20 -4.23 -0.23
C 0.46 0.39 -4.88 -0.09
C 1.62 0.49 -4.12 -0.22
C 1.51 0.41 -2.75 0.05
N 0.34 0.23 -2.10 -0.56
H -3.34 -4.23 -2.45 0.26
H -2.16 -4.39 -3.75 0.26
H -3.64 -3.43 -4.00 0.23
H -3.70 -1.24 -3.15 0.42
H -2.00 -0.31 -1.12 0.23
H -2.77 0.70 -2.34 0.24
H -1.66 0.11 -4.78 0.25
H 0.50 0.46 -5.96 0.25
H 2.59 0.63 -4.57 0.25
H 2.39 0.53 -2.14 0.20
Cl 2.91 -0.32 0.25 0.21
C 3.49 0.27 1.82 -0.08
C 4.85 0.25 2.04 -0.22
C 5.31 0.70 3.27 -0.16
C 4.41 1.15 4.23 -0.20
C 3.05 1.15 3.97 -0.06
Cl 1.97 1.72 5.18 0.08
C 2.54 0.70 2.74 -0.19
S 0.81 0.69 2.43 0.13
H 5.54 -0.11 1.28 0.25
H 6.37 0.70 3.48 0.25
H 4.77 1.50 5.19 0.26
S 2.04 4.54 -0.37 0.62
C 0.66 4.32 -1.37 -0.41
C 0.16 3.08 -1.19 -0.04
N 0.85 2.31 -0.27 -0.53
C 1.87 2.98 0.23 -0.12
H 0.30 5.10 -2.02 0.28
H -0.70 2.68 -1.69 0.24
H 2.54 2.58 0.99 0.26
C -3.47 3.31 1.81 -0.17
C -2.37 2.97 1.02 -0.21
C -2.07 1.63 0.88 -0.12
C -2.77 0.62 1.53 -0.08
C -3.88 0.98 2.30 -0.15
C -4.22 2.32 2.43 -0.17
C -2.26 -0.74 1.49 -0.17
C -1.03 -0.99 1.01 -0.29
C -0.24 -2.19 1.19 0.02
C 0.71 -2.48 0.20 -0.27
C 1.65 -3.49 0.36 -0.18
C 1.63 -4.24 1.52 -0.17
C 0.69 -3.96 2.53 -0.16
C -0.21 -2.93 2.39 -0.20
H -3.74 4.35 1.92 0.24
H -1.80 3.74 0.52 0.22
H -1.29 1.30 0.18 0.11
H -4.44 0.22 2.82 0.23
H -5.07 2.60 3.03 0.24
H -2.86 -1.54 1.91 0.24
H 0.62 -2.01 -0.78 0.25
H 2.36 -3.71 -0.43 0.24
H 2.32 -5.06 1.65 0.24
H 0.69 -4.56 3.43 0.24
H -0.89 -2.68 3.19 0.23
```

charge = +2
HOMO level (spin up / spin down) = -13.31 / -13.19 eV
gap between HOMO and LUMO (spin up / spin down) = 6.21 / 6.07 eV

=====

A structure of composition C31H28AsBr2N2O2Pb. Source: the OMol25 dataset; level of theory: ωB97M-V/def2-TZVPD.

The geometry in XYZ format:
```
67
Properties=species:S:1:pos:R:3:lowdin_charge:R:1
Pb -0.82 0.43 0.59 1.07
Br -3.91 1.86 -3.78 0.70
C -2.02 1.65 -3.81 -0.61
C -1.31 1.98 -4.94 -0.20
C 0.06 1.82 -4.95 -0.64
Br 1.00 2.30 -6.55 0.68
C 0.76 1.35 -3.83 -0.20
C 2.16 1.21 -3.76 -0.05
C 2.74 0.76 -2.61 -0.06
C 1.92 0.41 -1.53 -0.15
N 0.61 0.52 -1.58 0.02
C 0.01 0.98 -2.68 -0.16
C -1.44 1.12 -2.63 -0.48
O -2.13 0.80 -1.63 -0.26
H -1.82 2.35 -5.82 0.09
H 2.76 1.47 -4.63 0.07
H 3.81 0.66 -2.52 0.10
H 2.32 0.04 -0.60 0.10
C 0.64 3.65 3.04 -0.10
C 0.61 3.31 1.53 -0.83
C 2.04 3.38 0.95 -0.09
C -0.22 4.40 0.81 -0.09
N 0.03 2.05 1.34 -0.37
H 1.03 4.66 3.21 0.06
H 1.25 2.93 3.58 0.06
H -0.38 3.59 3.43 0.06
H 2.44 4.39 1.02 0.06
H 2.01 3.09 -0.10 0.06
H 2.70 2.69 1.47 0.06
H 0.26 5.38 0.90 0.06
H -1.22 4.44 1.25 0.06
H -0.32 4.15 -0.24 0.07
O 0.48 -2.33 0.74 -0.57
As 0.40 -3.91 1.07 1.15
C -0.21 -4.06 2.92 -0.26
C -1.50 -3.55 3.07 -0.10
C -2.02 -3.27 4.31 -0.07
C -1.25 -3.50 5.44 -0.08
C 0.03 -4.02 5.31 -0.09
C 0.55 -4.29 4.06 -0.10
C 2.12 -4.69 0.57 -0.27
C 3.19 -4.93 1.43 -0.09
C 4.45 -5.18 0.91 -0.09
C 4.66 -5.16 -0.46 -0.09
C 3.60 -4.91 -1.32 -0.08
C 2.34 -4.68 -0.81 -0.10
C -0.98 -4.80 0.01 -0.31
C -1.22 -6.16 0.14 -0.10
C -2.25 -6.76 -0.57 -0.09
C -3.05 -5.99 -1.41 -0.09
C -2.81 -4.63 -1.54 -0.07
C -1.78 -4.03 -0.84 -0.08
H -2.08 -3.36 2.17 0.11
H -3.01 -2.85 4.41 0.11
H -1.64 -3.27 6.42 0.10
H 0.63 -4.18 6.19 0.10
H 1.55 -4.70 3.98 0.08
H 3.04 -4.92 2.50 0.08
H 5.28 -5.37 1.58 0.10
H 5.66 -5.31 -0.85 0.10
H 3.77 -4.89 -2.39 0.10
H 1.50 -4.46 -1.46 0.11
H -0.58 -6.75 0.80 0.10
H -2.44 -7.82 -0.46 0.10
H -3.86 -6.45 -1.95 0.10
H -3.43 -4.04 -2.20 0.11
H -1.57 -2.97 -0.93 0.11
```

charge = -1
HOMO level = -3.22 eV
gap between HOMO and LUMO = 5.39 eV

=====

A structure of composition C31H28ClFIrN6O7Sb at a distorted geometry. Source: the OMol25 dataset; level of theory: ωB97M-V/def2-TZVPD.

The geometry in XYZ format:
```
76
Properties=species:S:1:pos:R:3:lowdin_charge:R:1
Ir 0.87 -0.96 -0.39 1.49
Cl 4.02 -2.25 6.22 0.68
C 3.15 -1.67 4.84 -0.68
C 2.52 -0.42 4.88 -0.08
C 1.86 0.05 3.77 -0.01
C 1.76 -0.69 2.57 -0.33
O 1.06 -0.18 1.59 -0.23
C 2.41 -1.94 2.55 -0.13
C 2.47 -2.78 1.40 -0.04
N 2.18 -2.48 0.19 -0.02
C 2.52 -3.34 -0.87 -0.18
C 3.60 -4.19 -0.87 0.01
C 3.92 -4.94 -2.01 -0.05
C 3.21 -4.79 -3.17 -0.01
C 2.13 -3.88 -3.21 -0.13
C 1.40 -3.60 -4.39 0.03
C 0.37 -2.71 -4.35 -0.01
C 0.03 -2.12 -3.12 -0.08
N 0.70 -2.36 -2.01 0.00
C 1.77 -3.20 -2.04 -0.16
C 3.08 -2.41 3.70 -0.05
H 2.58 0.17 5.79 0.11
H 1.40 1.03 3.78 0.10
H 2.85 -3.78 1.60 0.14
H 4.23 -4.26 0.01 0.12
H 4.77 -5.62 -1.98 0.12
H 3.47 -5.34 -4.06 0.12
H 1.68 -4.09 -5.32 0.13
H -0.19 -2.45 -5.24 0.12
H -0.79 -1.42 -3.06 0.12
H 3.57 -3.38 3.67 0.12
O -0.91 -1.92 0.40 -0.20
N -1.96 -1.64 -0.27 0.01
N -1.92 -0.53 -0.85 -0.23
O -0.86 0.26 -0.78 -0.22
C -3.07 -0.06 -1.58 -0.17
C -2.90 0.99 -2.46 -0.01
C -4.00 1.52 -3.11 -0.06
C -5.26 0.98 -2.90 -0.07
C -5.42 -0.10 -2.03 -0.07
C -4.32 -0.62 -1.36 -0.02
H -1.90 1.39 -2.63 0.11
H -3.88 2.35 -3.79 0.11
H -6.12 1.39 -3.40 0.11
H -6.40 -0.53 -1.87 0.11
H -4.44 -1.45 -0.68 0.11
F -1.62 4.49 -1.54 0.10
C -0.50 3.90 -1.12 -0.20
C 0.42 3.49 -2.00 0.06
N 1.60 2.89 -1.63 0.03
C 2.36 2.15 -2.65 -0.01
C 1.82 0.70 -2.85 -0.58
O 1.26 0.44 -3.90 0.06
O 2.04 -0.12 -1.86 -0.20
C 1.89 2.69 -0.28 -0.45
O 2.91 2.19 0.13 0.12
N 0.91 3.17 0.60 0.24
C -0.34 3.67 0.29 -0.37
O -1.22 3.89 1.13 -0.05
H 0.27 3.62 -3.06 0.16
H 3.39 2.09 -2.32 0.13
H 2.27 2.65 -3.60 0.13
H 1.06 2.91 1.56 0.15
C -1.43 3.97 4.28 -0.26
Sb -1.88 2.22 3.14 1.56
C -2.43 0.87 4.73 -0.27
C -3.83 2.75 2.44 -0.25
H -2.36 4.24 4.78 0.03
H -1.13 4.76 3.59 0.01
H -0.66 3.79 5.02 0.02
H -3.38 1.24 5.13 0.03
H -1.66 0.89 5.49 0.01
H -2.54 -0.13 4.33 0.01
H -4.18 3.53 3.12 0.03
H -4.49 1.88 2.50 0.02
H -3.78 3.13 1.43 0.01
```

charge = +1
multiplicity = 2
relative energy (zero: lowest compared OMol25 entry of this formula, charge and spin) = 58.1 kcal/mol
HOMO level (spin up / spin down) = -10.07 / -10.07 eV
gap between HOMO and LUMO (spin up / spin down) = 6.98 / 4.12 eV

=====

A structure of composition C31H28CrN4O3PS2Se2. Source: the OMol25 dataset; level of theory: ωB97M-V/def2-TZVPD.

The geometry in XYZ format:
```
72
Properties=species:S:1:pos:R:3:lowdin_charge:R:1
Cr -0.30 -0.02 0.17 0.32
Se -0.07 0.18 2.95 0.34
P 2.02 0.12 2.49 0.17
Se 2.48 0.20 0.38 0.42
C 2.92 1.46 3.36 -0.38
C 3.94 2.16 2.74 -0.11
C 4.61 3.17 3.43 -0.09
C 4.26 3.46 4.74 -0.10
C 3.23 2.77 5.35 -0.09
C 2.56 1.77 4.67 -0.11
C 2.78 -1.39 3.22 -0.38
C 2.42 -1.76 4.52 -0.11
C 2.97 -2.89 5.10 -0.09
C 3.87 -3.67 4.38 -0.10
C 4.22 -3.31 3.09 -0.09
C 3.68 -2.17 2.51 -0.11
H 4.20 1.94 1.71 0.05
H 5.40 3.72 2.93 0.10
H 4.78 4.25 5.27 0.10
H 2.94 3.01 6.37 0.10
H 1.72 1.26 5.13 0.07
H 1.68 -1.18 5.06 0.08
H 2.68 -3.18 6.10 0.10
H 4.29 -4.56 4.83 0.10
H 4.92 -3.92 2.53 0.10
H 3.94 -1.89 1.50 0.05
O 0.07 0.09 -2.24 -0.07
C -0.03 1.44 -2.74 -0.31
C -0.08 2.42 -1.52 -0.60
O 0.02 3.61 -1.80 0.06
O -0.29 1.91 -0.37 -0.14
C 1.22 1.67 -3.59 -0.13
C 1.24 1.28 -4.92 -0.03
C 2.41 1.35 -5.66 -0.09
C 3.58 1.82 -5.08 -0.11
C 3.56 2.21 -3.74 -0.08
C 2.39 2.14 -3.01 -0.02
C -1.33 1.63 -3.51 -0.14
C -2.39 0.74 -3.36 -0.01
C -3.59 0.95 -4.02 -0.07
C -3.74 2.05 -4.85 -0.10
C -2.69 2.95 -4.99 -0.08
C -1.50 2.75 -4.32 -0.03
H -0.16 -0.52 -2.95 0.11
H 0.33 0.92 -5.39 0.12
H 2.41 1.05 -6.70 0.10
H 4.49 1.88 -5.65 0.09
H 4.47 2.58 -3.27 0.10
H 2.39 2.45 -1.97 0.11
H -2.30 -0.10 -2.68 0.08
H -4.40 0.25 -3.87 0.09
H -4.68 2.22 -5.37 0.09
H -2.81 3.83 -5.62 0.10
H -0.69 3.46 -4.40 0.12
S -4.67 -1.63 -0.88 0.45
C -3.32 -0.86 -0.41 -0.96
N -2.33 -0.32 -0.09 -0.01
C -3.37 -5.15 0.69 -0.10
C -2.08 -5.03 1.49 -0.24
C -1.10 -4.13 0.81 -0.60
N -1.07 -2.86 1.00 0.05
N -0.16 -2.22 0.21 -0.08
C 0.50 -3.01 -0.58 -0.69
N 1.40 -2.58 -1.51 0.10
S 0.03 -4.67 -0.41 1.09
H -4.08 -5.81 1.20 0.07
H -3.18 -5.57 -0.30 0.07
H -3.84 -4.17 0.56 0.04
H -1.63 -6.02 1.66 0.10
H -2.27 -4.59 2.47 0.12
H 1.74 -1.64 -1.32 0.00
H 2.13 -3.23 -1.76 0.09
```

charge = -1
multiplicity = 5
relative energy (zero: lowest compared OMol25 entry of this formula, charge and spin) = 17.7 kcal/mol
HOMO level (spin up / spin down) = -4.25 / -5.34 eV
gap between HOMO and LUMO (spin up / spin down) = 6.20 / 7.29 eV

=====

A structure of composition C31H28CsN9O2S2. Source: the OMol25 dataset; level of theory: ωB97M-V/def2-TZVPD.

The geometry in XYZ format:
```
73
Properties=species:S:1:pos:R:3:lowdin_charge:R:1
Cs -0.23 -0.42 1.48 1.15
C -6.57 0.69 -6.19 -0.11
C -5.37 1.15 -7.01 -0.30
N -4.53 2.09 -6.29 -0.08
C -3.50 1.63 -5.48 -0.93
S -2.27 2.78 -5.10 0.38
N -3.62 0.40 -5.08 -0.04
N -2.60 -0.13 -4.33 0.04
C -2.96 -0.73 -3.26 -0.30
C -4.38 -0.78 -2.77 -0.05
C -1.89 -1.41 -2.48 -0.22
C -0.54 -1.21 -2.81 -0.01
C 0.43 -1.86 -2.07 -0.08
C 0.05 -2.68 -1.02 -0.14
C -1.30 -2.81 -0.75 -0.21
N -2.26 -2.19 -1.46 0.10
H -7.18 -0.02 -6.76 0.06
H -7.19 1.54 -5.92 0.06
H -6.22 0.21 -5.28 0.04
H -5.72 1.65 -7.92 0.10
H -4.78 0.27 -7.31 0.10
H -4.24 2.92 -6.79 0.06
H -4.79 0.23 -2.73 0.06
H -4.45 -1.27 -1.80 0.05
H -5.00 -1.32 -3.50 0.07
H -0.31 -0.54 -3.63 0.11
H 1.48 -1.71 -2.30 0.11
H 0.77 -3.18 -0.38 0.11
H -1.63 -3.41 0.09 0.11
N 4.24 0.19 2.51 0.09
C 3.10 0.25 1.81 -0.25
N 2.27 1.25 1.78 0.04
C 2.51 2.32 2.63 -0.32
N 1.61 3.22 2.83 0.05
N 0.39 2.89 2.28 0.00
C 0.01 3.57 1.28 -0.13
C -1.24 3.25 0.56 -0.29
C -1.41 3.76 -0.72 -0.02
C -2.49 3.36 -1.48 -0.06
C -3.40 2.49 -0.91 -0.06
C -3.17 2.05 0.38 -0.16
N -2.11 2.39 1.11 0.07
C 3.81 2.39 3.32 -0.08
C 4.21 3.50 4.06 -0.04
C 5.42 3.50 4.73 -0.11
C 6.24 2.36 4.68 -0.10
C 5.86 1.26 3.95 -0.01
C 4.64 1.27 3.26 -0.17
H 4.67 -0.75 2.51 0.00
H 2.91 -0.65 1.23 0.07
H 0.64 4.36 0.86 0.12
H -0.66 4.43 -1.14 0.11
H -2.61 3.68 -2.51 0.04
H -4.26 2.13 -1.46 0.09
H -3.86 1.35 0.85 0.10
H 3.55 4.36 4.09 0.10
H 5.73 4.36 5.30 0.09
H 7.18 2.35 5.22 0.09
H 6.48 0.37 3.91 0.11
O 0.31 -3.03 2.55 -0.20
C 1.41 -2.64 3.04 -0.73
O 1.71 -1.44 3.27 -0.20
C 2.40 -3.74 3.41 -0.16
C 1.91 -4.69 4.30 -0.06
C 2.70 -5.72 4.80 -0.13
C 4.02 -5.81 4.37 -0.14
C 4.51 -4.88 3.48 -0.17
C 3.74 -3.83 2.96 -0.65
S 4.49 -2.76 1.78 0.50
H 0.87 -4.61 4.60 0.11
H 2.28 -6.45 5.49 0.08
H 4.66 -6.60 4.74 0.08
H 5.54 -4.95 3.13 0.07
```

charge = -2
relative energy (zero: lowest compared OMol25 entry of this formula, charge and spin) = 0.0 kcal/mol
HOMO level = -2.03 eV
gap between HOMO and LUMO = 5.75 eV